(1)
The following is a DFT calculation (ωB97M-V/def2-TZVPD) of a cluster of 2 separate species, C3H11NO2 in total at a distorted geometry.

The SMILES is CCNCO.O. Its spin multiplicity is 1. The LUMO energy comes out at 0.7 eV. As for the frontier orbital gap: 9.54 eV. The value obtained for the HOMO energy is -8.87 eV.

Each line ends with the Löwdin charge.
CARTESIAN COORDINATES (ANGSTROEM)
C: 0.58950 2.03114 -0.48399  -0.113
C: 0.85211 0.54049 -0.52453  -0.291
N: -0.05541 -0.30704 0.22840  -0.091
C: -1.01236 -1.12338 -0.55462  -0.251
O: -2.21385 -0.43202 -0.88314  -0.056
H: 1.28799 2.65062 -1.06747  0.070
H: 0.61249 2.54873 0.48696  0.068
H: -0.37980 2.31849 -0.93445  0.074
H: 1.01659 0.24309 -1.54917  0.107
H: 1.86290 0.32727 -0.09548  0.114
H: -0.48888 0.18444 0.99740  0.109
H: -1.18220 -1.95379 0.09601  0.097
H: -0.57564 -1.31451 -1.53315  0.126
H: -2.62110 -0.16237 -0.05546  0.076
O: 1.12956 -2.01673 1.94463  -0.063
H: 0.89915 -1.10632 2.13054  0.012
H: 0.27896 -2.42813 1.79752  0.012

(2)
The following is a DFT calculation (ωB97M-V/def2-TZVPD) of a cluster of 2 separate species, C4H4Cl2O in total at a distorted geometry.

Its spin multiplicity is 1. The LUMO energy comes out at 0.3 eV. As for the frontier orbital gap: 8.99 eV. The value obtained for the HOMO energy is -8.70 eV.

Each line ends with the Löwdin charge.
CARTESIAN COORDINATES (ANGSTROEM)
C: 0.99473 0.66606 0.80044  -0.090
C: 1.26133 -0.56332 1.16847  -1.214
C: -0.49445 1.04655 -0.99455  -0.206
C: -1.39061 -0.13920 -0.86694  -0.094
O: -0.20169 1.97748 -1.60755  0.177
Cl: 2.23236 -1.09714 2.56164  0.525
Cl: 0.65228 -1.95409 0.34190  0.627
H: 1.73801 1.48838 1.00708  0.065
H: -1.84603 -0.16000 0.17688  0.119
H: -0.75300 -1.03799 -0.86785  -0.035
H: -2.19292 -0.22672 -1.71952  0.128

(3)
The following is a DFT calculation (ωB97M-V/def2-TZVPD) of a structure of composition C44H39ClF5IN5OSY.

Its spin multiplicity is 1. The LUMO energy comes out at 0.2 eV. As for the frontier orbital gap: 8.18 eV. The value obtained for the HOMO energy is -7.93 eV.

Each line ends with the Löwdin charge.
CARTESIAN COORDINATES (ANGSTROEM)
Y: -1.61804 1.21300 0.59304  1.154
I: -2.40743 4.12851 1.69899  1.050
C: -3.47798 4.69002 -0.00878  -0.625
C: -3.97886 5.95353 -0.10299  -0.156
C: -4.70331 6.31831 -1.25854  -0.083
C: -4.90144 5.41127 -2.25771  -0.037
C: -4.38633 4.09482 -2.16064  -0.172
C: -4.60287 3.14345 -3.18914  -0.042
C: -4.11001 1.87848 -3.06980  -0.082
C: -3.36275 1.52070 -1.92083  -0.184
C: -3.09603 2.39258 -0.88534  -0.258
C: -3.64208 3.70367 -1.01674  -0.272
H: -3.82917 6.67266 0.69076  0.091
H: -5.10056 7.32143 -1.33966  0.103
H: -5.46188 5.68472 -3.14386  0.111
H: -5.17182 3.44224 -4.06175  0.110
H: -4.28363 1.14785 -3.85078  0.103
H: -2.98324 0.49664 -1.88371  0.065
C: -2.99750 0.35663 3.77058  -0.176
N: -1.84109 0.79236 2.98596  -0.103
C: -0.73692 0.96853 3.63276  -0.101
C: 0.42483 1.48402 2.99840  -0.348
C: 1.66037 1.81715 3.55038  -0.049
C: 2.40858 2.37781 2.51021  -0.092
C: 1.58817 2.35621 1.38391  -0.196
N: 0.38591 1.81010 1.65734  -0.098
C: -3.04757 -1.12632 4.08528  -0.207
C: -3.96885 -1.57589 5.02773  -0.045
C: -4.13190 -2.92986 5.27083  -0.078
C: -3.37303 -3.85811 4.57046  -0.081
C: -2.44267 -3.41809 3.64229  -0.085
C: -2.27240 -2.05922 3.40568  -0.060
H: -3.89442 0.61616 3.20674  0.110
H: -3.05343 0.92868 4.70238  0.124
H: -0.68257 0.75680 4.70325  0.146
H: 1.95872 1.67602 4.57742  0.102
H: 3.41242 2.76717 2.56107  0.088
H: 1.81257 2.72340 0.39266  0.097
H: -4.57578 -0.85591 5.56604  0.115
H: -4.85552 -3.26086 6.00435  0.103
H: -3.50415 -4.91707 4.75109  0.106
H: -1.84625 -4.13217 3.09054  0.094
H: -1.54109 -1.73593 2.67490  0.069
F: -6.07506 -4.15831 1.87287  0.128
C: -5.00359 -3.53858 1.37846  -0.144
C: -3.95648 -4.26819 0.84030  -0.152
F: -4.02777 -5.59966 0.82186  0.126
C: -2.84121 -3.62409 0.33515  -0.252
F: -1.85242 -4.38015 -0.15030  0.081
C: -2.71579 -2.23694 0.34872  -0.556
S: -1.26948 -1.42039 -0.19431  0.625
C: -3.79757 -1.55317 0.87947  -0.234
F: -3.73146 -0.19069 0.97877  -0.009
C: -4.92179 -2.15902 1.39687  -0.148
F: -5.90307 -1.42868 1.92907  0.129
C: 5.98835 0.98056 -3.04077  -0.039
C: 4.53581 0.85328 -2.55754  -0.486
C: 3.76828 2.08127 -3.07070  -0.033
C: 4.53226 0.92221 -1.02620  -0.021
C: 3.91111 -0.47219 -3.10695  -0.424
O: 3.59364 -0.32285 -4.49332  -0.008
C: 4.81586 -1.73258 -3.02506  -0.107
C: 5.38751 -2.25257 -1.69617  -0.126
C: 4.36022 -2.63159 -0.65693  -0.252
C: 4.30991 -1.97913 0.56931  -0.051
C: 3.29856 -2.23651 1.48522  -0.090
C: 2.32710 -3.16983 1.17162  -0.661
Cl: 1.05068 -3.48286 2.30470  0.700
C: 2.36933 -3.86292 -0.02906  -0.085
C: 3.38723 -3.59273 -0.92859  -0.046
C: 2.58922 -0.88596 -2.46016  -0.040
N: 1.54796 0.10361 -2.26723  -0.084
C: 1.06506 0.45880 -1.08490  -0.244
N: 0.03334 1.27317 -1.24351  -0.017
C: -0.07758 1.36199 -2.60216  -0.174
N: 0.81940 0.66723 -3.25655  0.155
H: 6.38587 1.94879 -2.73360  0.090
H: 6.07313 0.93792 -4.12990  0.089
H: 6.63561 0.21110 -2.61825  0.079
H: 4.32944 2.97851 -2.80158  0.089
H: 2.78060 2.17294 -2.62231  0.067
H: 3.64163 2.06116 -4.15120  0.089
H: 4.95963 1.87788 -0.71505  0.099
H: 5.12627 0.13810 -0.56541  0.049
H: 3.52441 0.87595 -0.60839  0.065
H: 4.40758 -0.15171 -4.97914  0.094
H: 5.65603 -1.57251 -3.70451  0.118
H: 4.22550 -2.52860 -3.48699  0.120
H: 6.08334 -1.53427 -1.26579  0.098
H: 5.98938 -3.13229 -1.94399  0.126
H: 5.05989 -1.23672 0.81620  0.109
H: 3.25779 -1.71102 2.42946  0.108
H: 1.60475 -4.59316 -0.25499  0.111
H: 3.40517 -4.12389 -1.87340  0.124
H: 2.77611 -1.27954 -1.46493  0.107
H: 2.16943 -1.68963 -3.06570  0.153
H: 1.45985 0.10730 -0.14450  0.124
H: -0.83792 1.94569 -3.09279  0.116

(4)
The following is a DFT calculation (ωB97M-V/def2-TZVPD) of the molecule C6H12O at a distorted geometry.

The SMILES is CC[C@@]1(C)C[C@H]1O. Its spin multiplicity is 1. The LUMO energy comes out at 0.9 eV. As for the frontier orbital gap: 9.99 eV. The value obtained for the HOMO energy is -9.10 eV.

Each line ends with the Löwdin charge.
CARTESIAN COORDINATES (ANGSTROEM)
C: 0.50421 -0.36461 -1.99666  -0.098
C: -0.62728 -0.29773 -0.96814  -0.209
C: -0.24045 0.31400 0.35656  -0.456
C: 0.34237 1.71179 0.29141  -0.038
C: -1.06866 -0.05644 1.55211  -0.038
C: 0.29318 -0.65077 1.42896  -0.299
O: 0.35382 -2.04194 1.29881  -0.005
H: 1.39284 -0.89354 -1.63246  0.074
H: 0.83835 0.63090 -2.30838  0.067
H: 0.14420 -0.89509 -2.88261  0.071
H: -0.98104 -1.30913 -0.75344  0.108
H: -1.47526 0.22736 -1.43013  0.118
H: 1.25945 1.70902 -0.30920  0.075
H: -0.37777 2.41609 -0.15982  0.092
H: 0.58236 2.08233 1.29343  0.082
H: -1.87382 -0.71605 1.25543  0.113
H: -1.37102 0.63166 2.33446  0.108
H: 1.18461 -0.19354 1.84711  0.141
H: 1.11991 -2.30431 0.78257  0.093

(5)
The following is a DFT calculation (ωB97M-V/def2-TZVPD) of a structure of composition C34H39N4O2P2STi at a distorted geometry.

Its spin multiplicity is 3. The LUMO energy (alpha / beta) comes out at -2.3 / -2.9 eV. As for the frontier orbital gap (alpha / beta): 6.16 / 7.25 eV. Its net charge is +1. The value obtained for the HOMO energy (alpha / beta) is -8.41 / -10.11 eV.

Each line ends with the Löwdin charge.
CARTESIAN COORDINATES (ANGSTROEM)
Ti: 1.18593 0.18866 -0.44237  0.704
C: 2.50276 2.53911 -3.35250  -0.042
C: 3.23400 1.42818 -2.65803  -0.286
C: 4.60765 1.45608 -2.65134  -0.013
C: 5.31764 0.42011 -2.05504  -0.027
C: 4.62686 -0.65724 -1.58163  -0.014
C: 3.22979 -0.67245 -1.65948  -0.245
N: 2.52377 0.40427 -2.10667  0.048
C: 2.47244 -1.87662 -1.31822  -0.204
C: 3.10418 -3.12170 -1.31143  -0.002
C: 2.39223 -4.25206 -1.04184  -0.027
C: 1.03173 -4.12635 -0.78387  -0.006
C: 0.42356 -2.89555 -0.79937  -0.164
N: 1.12821 -1.74645 -1.06406  0.051
C: -1.05860 -2.89108 -0.58429  -0.274
C: -1.62161 -3.78874 0.31302  -0.052
C: -2.99868 -3.84656 0.42529  -0.048
C: -3.76536 -2.99293 -0.34196  -0.022
C: -3.12271 -2.07716 -1.17012  -0.316
C: -3.92044 -1.10628 -1.99682  -0.017
N: -1.79300 -2.03490 -1.28360  0.144
H: 3.19262 3.09682 -3.98244  0.090
H: 2.06156 3.23734 -2.64372  0.051
H: 1.71132 2.13234 -3.97843  0.071
H: 5.12327 2.29195 -3.10562  0.120
H: 6.39910 0.45447 -1.99322  0.121
H: 5.15505 -1.49246 -1.14229  0.116
H: 4.15142 -3.18760 -1.57024  0.114
H: 2.86484 -5.22689 -1.07458  0.121
H: 0.43116 -5.01048 -0.63045  0.118
H: -0.99908 -4.40256 0.94980  0.113
H: -3.46450 -4.55162 1.10245  0.115
H: -4.84845 -3.02131 -0.30426  0.116
H: -4.07930 -1.50557 -3.00252  0.095
H: -3.38389 -0.16401 -2.08230  0.038
H: -4.89421 -0.91844 -1.54791  0.082
C: 0.59822 2.36360 2.73525  -0.237
P: 0.38606 2.18793 0.93639  0.822
C: 1.21425 3.73545 0.34950  -0.221
C: -1.37409 2.57971 0.60546  -0.425
C: -2.30634 2.94330 1.57255  -0.094
C: -3.63380 3.14057 1.22515  -0.069
C: -4.03865 2.99146 -0.09726  -0.068
C: -3.11195 2.64262 -1.06645  -0.089
C: -1.78059 2.40887 -0.72358  -0.386
P: -0.45221 2.03609 -1.94306  0.886
C: -0.69686 3.51636 -3.01213  -0.236
C: -1.11401 0.74331 -3.05978  -0.258
H: 0.06038 1.58076 3.26420  0.032
H: 0.26725 3.34589 3.06868  0.053
H: 1.66339 2.26659 2.94698  0.045
H: 0.47562 4.46414 0.02589  0.047
H: 1.88680 3.50334 -0.47258  0.015
H: 1.80691 4.16798 1.15504  0.051
H: -1.99675 3.06907 2.60526  0.100
H: -4.35651 3.41614 1.98616  0.108
H: -5.07336 3.16467 -0.37460  0.110
H: -3.43644 2.55199 -2.09835  0.105
H: -1.69212 3.46847 -3.45054  0.043
H: 0.03540 3.56399 -3.81471  0.029
H: -0.61792 4.41948 -2.40930  0.050
H: -2.03587 1.05548 -3.55395  0.045
H: -1.28737 -0.17210 -2.50491  -0.006
H: -0.35582 0.54212 -3.81571  0.045
C: 3.93062 -0.02309 2.37401  0.033
C: 2.85216 0.15074 1.35128  -0.679
O: 1.86829 -0.65310 1.28894  -0.140
O: 2.88650 1.10261 0.51635  -0.124
H: 4.09880 -1.08311 2.55389  0.091
H: 3.61133 0.43148 3.31494  0.091
H: 4.84242 0.46347 2.03904  0.090
S: -1.26939 -0.54530 1.57992  0.760
C: -1.52983 -1.46699 2.95454  -0.703
N: -2.68840 -1.29967 3.66039  0.054
C: -3.02508 -1.99124 4.77893  -0.071
C: -2.18507 -2.92649 5.28019  -0.062
C: -0.96450 -3.15205 4.60304  -0.044
C: -0.64441 -2.44995 3.48101  -0.075
H: -3.32128 -0.61118 3.27583  0.139
H: -3.97967 -1.74810 5.22479  0.132
H: -2.44900 -3.47662 6.17188  0.111
H: -0.27620 -3.89640 4.98752  0.118
H: 0.28785 -2.60465 2.95394  0.110

In order of appearance, energy above the lowest of the compared OMol25 structures with the same formula, charge and spin = 25.4; 75.3; 0.0; 30.0; 42.5 kcal per mole.